1.
Below is C39H54AsN5O4PRuS3Si2 as an isolated structure, with properties calculated with ωB97M-V with the def2-TZVPD basis set.

Orbital gap (alpha / beta) in eV: 1.746 / 2.818
Multiplicity: 6
⟨S²⟩: 8.79
LUMO energy (alpha / beta) in eV: 3.29 / 1.95
Total charge: -2
E_tot in eV: -177928.3255
HOMO (alpha / beta) in eV: 1.54 / -0.87

Geometry (Å):
Ru (2.378, -0.494, -1.798)
C (7.102, -1.425, 3.511)
C (5.908, -1.560, 2.563)
C (5.158, -2.743, 2.369)
C (4.175, -2.788, 1.404)
C (3.764, -1.601, 0.696)
N (2.763, -1.801, -0.291)
C (1.929, -2.959, -0.126)
C (1.263, -3.193, 1.091)
C (0.710, -4.457, 1.397)
C (0.495, -5.339, 0.344)
C (-0.191, -6.671, 0.573)
C (1.047, -5.005, -0.875)
C (1.730, -3.832, -1.225)
N (1.932, -3.523, -2.585)
C (1.800, -4.378, -3.701)
C (2.165, -3.598, -4.822)
C (2.539, -2.376, -4.347)
N (2.423, -2.312, -2.996)
C (4.400, -0.354, 1.000)
C (5.538, -0.369, 1.835)
N (3.874, 0.836, 0.534)
C (4.191, 2.090, 1.040)
C (3.422, 3.018, 0.388)
C (2.609, 2.355, -0.503)
N (2.854, 1.042, -0.421)
H (8.123, -1.586, 3.126)
H (6.901, -1.992, 4.409)
H (7.035, -0.414, 3.919)
H (5.560, -3.664, 2.887)
H (3.714, -3.788, 1.158)
H (1.221, -2.435, 1.853)
H (0.354, -4.743, 2.367)
H (-1.009, -6.708, -0.212)
H (-0.731, -6.681, 1.600)
H (0.437, -7.598, 0.492)
H (0.889, -5.682, -1.694)
H (1.513, -5.387, -3.616)
H (2.072, -3.946, -5.815)
H (2.850, -1.521, -5.021)
H (5.950, 0.651, 2.095)
H (4.842, 2.222, 1.910)
H (3.538, 4.068, 0.463)
H (1.896, 2.769, -1.257)
O (6.332, 0.526, -2.499)
C (5.117, 0.440, -2.788)
O (4.329, -0.560, -2.348)
C (4.659, 1.421, -3.872)
C (5.569, 2.473, -4.185)
C (5.186, 3.667, -4.749)
C (3.856, 3.864, -4.999)
C (2.927, 2.873, -4.833)
C (3.249, 1.680, -4.201)
S (1.888, 0.807, -3.583)
H (6.590, 2.193, -4.071)
H (5.771, 4.588, -4.715)
H (3.576, 4.809, -5.352)
H (1.833, 2.991, -4.986)
C (-5.018, 0.989, -4.377)
Si (-5.447, -0.832, -4.438)
C (-4.774, -1.617, -6.128)
C (-7.325, -0.857, -4.403)
As (-4.780, -1.979, -2.375)
Si (-4.935, -0.294, -0.758)
C (-3.618, 0.992, -1.051)
C (-6.632, 0.296, -1.037)
C (-4.738, -0.986, 0.998)
H (-5.816, 1.523, -3.789)
H (-5.035, 1.481, -5.343)
H (-4.013, 1.248, -3.978)
H (-5.141, -1.245, -7.093)
H (-5.036, -2.690, -6.019)
H (-3.713, -1.678, -6.128)
H (-7.692, -1.891, -4.323)
H (-7.486, -0.432, -5.422)
H (-7.798, -0.288, -3.622)
H (-2.809, 0.890, -0.346)
H (-4.015, 1.987, -0.717)
H (-3.286, 1.066, -2.043)
H (-6.763, 0.677, -2.057)
H (-6.936, 1.018, -0.243)
H (-7.412, -0.492, -1.040)
H (-5.183, -1.998, 1.099)
H (-5.157, -0.295, 1.754)
H (-3.739, -1.110, 1.393)
C (0.255, 3.696, 4.623)
C (-0.635, 4.261, 3.557)
C (-0.852, 5.767, 3.646)
O (-1.985, 3.590, 3.346)
P (-2.831, 2.485, 4.096)
S (-4.615, 2.308, 3.468)
S (0.336, -0.322, -1.166)
O (-2.633, 2.957, 5.642)
C (-3.004, 2.158, 6.854)
C (-2.260, 0.800, 6.798)
C (-4.521, 1.976, 6.885)
H (1.247, 4.189, 4.612)
H (0.401, 2.589, 4.541)
H (-0.288, 3.795, 5.555)
H (-0.198, 4.130, 2.538)
H (-1.222, 5.969, 4.695)
H (-1.495, 6.211, 2.898)
H (0.083, 6.238, 3.619)
H (-2.606, 2.840, 7.631)
H (-1.860, 0.577, 7.805)
H (-1.469, 0.874, 6.059)
H (-2.928, -0.095, 6.608)
H (-4.736, 1.172, 6.194)
H (-5.017, 2.875, 6.614)
H (-4.882, 1.577, 7.831)

---

2.
Below is C39H54INO6SSeSm as an isolated structure, with properties calculated with ωB97M-V with the def2-TZVPD basis set.

Orbital gap (alpha / beta) in eV: 6.779 / 6.789
Multiplicity: 6
⟨S²⟩: 8.76
LUMO energy (alpha / beta) in eV: 2.13 / 2.14
Total charge: -1
E_tot in eV: -157285.0558
HOMO (alpha / beta) in eV: -4.64 / -4.65

Geometry (Å):
Sm (-1.714, 0.889, -0.950)
C (5.570, -2.683, -1.974)
C (5.212, -2.383, -0.493)
C (6.121, -1.169, 0.027)
C (5.564, -3.577, 0.338)
C (3.736, -1.980, -0.361)
C (3.237, -0.977, -1.180)
C (1.929, -0.581, -1.124)
Se (1.442, 0.951, -2.127)
C (1.870, 2.185, -0.811)
C (3.173, 2.645, -0.750)
C (3.644, 3.407, 0.325)
C (2.687, 3.861, 1.246)
C (1.387, 3.508, 1.197)
C (0.950, 2.568, 0.170)
O (-0.302, 2.117, 0.144)
C (0.425, 3.910, 2.258)
C (0.361, 2.692, 3.280)
C (0.855, 5.164, 3.137)
C (-1.003, 4.295, 1.694)
C (5.115, 3.876, 0.451)
C (5.546, 2.996, 1.665)
C (5.283, 5.385, 0.720)
C (5.997, 3.542, -0.762)
C (0.965, -1.203, -0.242)
O (-0.255, -0.854, -0.250)
C (1.464, -2.238, 0.662)
C (2.831, -2.540, 0.566)
C (0.563, -2.944, 1.751)
C (1.446, -3.664, 2.708)
C (-0.356, -3.945, 0.999)
C (-0.338, -2.035, 2.600)
H (6.585, -3.070, -2.058)
H (5.474, -1.835, -2.678)
H (4.839, -3.432, -2.398)
H (7.092, -1.580, 0.364)
H (5.666, -0.840, 0.962)
H (6.232, -0.295, -0.646)
H (6.598, -3.797, 0.078)
H (4.935, -4.414, 0.109)
H (5.505, -3.467, 1.436)
H (3.877, -0.558, -1.901)
H (3.814, 2.404, -1.561)
H (2.988, 4.540, 1.988)
H (1.260, 2.490, 3.846)
H (0.039, 1.721, 2.818)
H (-0.425, 2.905, 3.977)
H (1.737, 5.006, 3.680)
H (-0.003, 5.350, 3.760)
H (0.993, 5.988, 2.420)
H (-1.548, 3.368, 1.437)
H (-0.903, 4.883, 0.795)
H (-1.651, 4.798, 2.423)
H (4.874, 3.095, 2.513)
H (6.608, 3.170, 1.881)
H (5.450, 1.910, 1.461)
H (4.664, 5.819, 1.507)
H (5.165, 5.932, -0.204)
H (6.333, 5.594, 0.969)
H (5.938, 2.521, -1.124)
H (7.041, 3.692, -0.516)
H (5.833, 4.244, -1.570)
H (3.237, -3.322, 1.235)
H (1.874, -4.527, 2.238)
H (0.851, -4.072, 3.549)
H (2.131, -2.981, 3.169)
H (0.204, -4.725, 0.597)
H (-0.819, -3.367, 0.159)
H (-1.188, -4.297, 1.685)
H (0.230, -1.463, 3.350)
H (-1.100, -2.660, 3.139)
H (-0.883, -1.358, 1.909)
I (-3.706, 3.418, -2.347)
C (-2.144, 2.090, -3.144)
H (-1.370, 2.805, -3.506)
H (-2.573, 1.553, -4.018)
C (-8.860, 1.003, -0.951)
C (-8.321, -0.341, -1.406)
C (-7.378, -0.330, -2.474)
C (-6.952, -1.547, -2.991)
C (-7.486, -2.736, -2.488)
C (-8.452, -2.748, -1.518)
C (-8.888, -1.545, -0.976)
S (-6.730, -4.310, -2.953)
O (-6.156, -4.055, -4.261)
O (-7.656, -5.372, -2.650)
N (-5.464, -4.510, -1.929)
C (-4.385, -3.524, -1.884)
C (-4.492, -2.513, -0.712)
C (-3.536, -1.324, -0.931)
O (-3.416, -0.542, 0.075)
O (-2.944, -1.153, -2.004)
H (-9.224, 1.564, -1.872)
H (-8.055, 1.615, -0.505)
H (-9.688, 0.889, -0.259)
H (-7.000, 0.693, -2.750)
H (-6.203, -1.667, -3.773)
H (-8.791, -3.719, -1.238)
H (-9.722, -1.472, -0.242)
H (-5.781, -4.867, -1.064)
H (-4.413, -2.916, -2.810)
H (-3.429, -4.071, -1.750)
H (-4.271, -2.851, 0.328)
H (-5.468, -2.102, -0.710)

---

Q: Among the records above, which one has the lowest ⟨S²⟩?
A: C39H54INO6SSeSm

---

Q: Among the records above, which one has the highest E_tot?
A: C39H54INO6SSeSm